Density functional theory data (ωB97M-V/def2-TZVPD) for a cluster of 20 separate species, C47H54Cl58F6N4O9P in total at a distorted geometry.

As for the multiplicity: 1. For the LUMO energy, the calculation gives -0.130 Eh. As for the net charge: +1. The calculation puts the HOMO-LUMO gap at 0.2778 Ha.

Each line ends with the Löwdin charge.
CARTESIAN COORDINATES (ANGSTROEM)
C (-1.7290, -2.5307, 1.0206)  0.053
C (-2.1969, -2.1250, -0.2577)  -0.041
C (-2.0109, -0.6464, -0.8941)  -0.180
C (-0.7776, -0.1013, 0.0189)  -0.113
O (-0.9996, 0.4828, 1.1229)  0.089
C (0.7775, -0.2016, -0.3633)  -0.167
F (1.1222, 0.5404, -1.5607)  0.023
F (1.5629, 0.4626, 0.6476)  0.067
C (1.3825, -1.6624, -0.5624)  -0.170
F (0.6436, -2.5036, -1.4568)  0.071
F (2.6587, -1.4744, -1.2223)  0.062
C (1.6900, -2.5149, 0.7488)  -0.191
F (1.1937, -2.0120, 1.9696)  0.091
F (1.2109, -3.8772, 0.6460)  0.036
C (3.3057, -2.6629, 0.9394)  -0.308
O (3.9662, -1.7996, 1.5656)  0.107
O (3.9144, -3.8245, 0.4092)  0.042
N (-1.4676, -0.6064, -2.3043)  0.029
C (-1.9501, -1.7236, -3.2003)  -0.138
O (-2.2143, -1.2340, -4.5576)  -0.202
C (-2.9670, -2.2063, -5.3123)  -0.154
C (-3.7736, -1.3556, -6.4441)  -0.132
O (-4.7841, -0.5884, -5.6966)  -0.198
C (-6.0890, -1.2040, -5.8055)  -0.160
C (-6.9826, -1.0693, -4.4636)  -0.160
O (-8.3406, -0.6210, -4.7303)  -0.183
C (-9.2178, -0.8878, -3.6133)  -0.258
C (-9.5677, 0.3990, -2.7177)  -0.097
C (-1.6513, 0.7671, -2.8116)  -0.183
N (-0.9138, 1.3300, -3.7722)  -0.038
P (0.4308, 0.6140, -4.6992)  0.918
N (-0.2678, 0.2676, -6.3093)  -0.157
O (0.9274, -0.9079, -4.1303)  -0.303
N (-2.7178, 1.2823, -1.9799)  0.013
C (-2.8182, 2.7306, -1.7266)  -0.142
C (-4.2870, 3.3703, -1.8616)  -0.179
O (-4.5761, 4.3292, -1.1020)  -0.018
C (-3.3279, 0.3100, -0.9736)  -0.209
C (-3.9613, 0.8867, 0.3778)  -0.056
C (-4.0127, -0.0866, 1.6420)  -0.618
O (-4.4746, -1.2383, 1.7393)  -0.064
Cl (-3.3565, 0.5775, 3.2509)  0.580
C (-4.5908, -0.1692, -1.8690)  -0.095
C (-5.5479, -1.2892, -1.3003)  -0.165
C (-5.4349, -2.8225, -1.4655)  -0.038
C (-6.4671, -3.8450, -0.8762)  -0.027
C (-7.7031, -3.3061, -0.0725)  -0.061
C (-7.8681, -1.7692, 0.1103)  -0.041
C (-6.8210, -0.7949, -0.5049)  -0.031
H (-1.3125, -3.6029, 1.1123)  0.103
H (-1.7242, -1.8443, 1.9320)  0.088
H (-2.6990, -2.9479, -0.8939)  0.112
H (3.5746, -4.6338, 0.8659)  0.034
H (-2.9744, -2.1390, -2.8531)  0.106
H (-1.1477, -2.5279, -3.3045)  0.148
H (-2.3402, -2.9889, -5.8621)  0.141
H (-3.7729, -2.7642, -4.7240)  0.134
H (-4.2600, -2.0192, -7.2344)  0.135
H (-3.0850, -0.5674, -6.9386)  0.126
H (-6.0113, -2.3314, -6.0204)  0.129
H (-6.7329, -0.7516, -6.6533)  0.146
H (-7.0598, -2.1254, -3.9895)  0.126
H (-6.5423, -0.3579, -3.6842)  0.109
H (-8.8550, -1.7111, -2.9029)  0.107
H (-10.2228, -1.2600, -4.0479)  0.132
H (-10.1139, 1.2026, -3.3456)  0.085
H (-10.3046, 0.1453, -1.8603)  0.085
H (-8.6503, 0.8672, -2.1963)  0.057
H (-1.1520, 2.3176, -4.0055)  0.124
H (-0.3091, -0.7659, -6.4472)  0.047
H (-1.2151, 0.6781, -6.3222)  0.019
H (1.8540, -0.8289, -3.7853)  0.064
H (-2.1557, 3.3196, -2.4822)  0.001
H (-2.4233, 3.0668, -0.6889)  0.151
H (-5.0198, 2.9019, -2.6308)  0.135
H (-3.4593, 1.8550, 0.7700)  0.120
H (-5.0415, 1.2203, 0.1245)  0.127
H (-5.2510, 0.7783, -1.9852)  0.116
H (-4.3168, -0.4616, -2.9468)  0.117
H (-4.5700, -3.2679, -2.0553)  0.068
H (-6.3425, -4.9684, -1.0233)  0.094
H (-8.5117, -3.9680, 0.3723)  0.077
H (-8.7424, -1.2729, 0.6689)  0.107
H (-6.9594, 0.3293, -0.3524)  0.091
C (7.3686, -0.8182, 0.8426)  -1.487
Cl (6.5581, -1.3303, -0.6441)  0.554
Cl (7.8577, -2.2241, 1.7999)  0.568
Cl (8.7691, 0.1977, 0.4694)  0.627
H (6.6660, -0.2310, 1.4313)  0.022
C (-7.1820, -4.1473, 4.1168)  -1.516
Cl (-5.9448, -2.9915, 3.5973)  0.547
Cl (-8.6813, -3.3053, 4.5353)  0.524
Cl (-7.4784, -5.3595, 2.8623)  0.490
H (-6.8181, -4.6609, 5.0047)  0.018
C (9.7515, 2.8411, 1.8017)  -1.553
Cl (10.3755, 3.5162, 0.2911)  0.515
Cl (11.0326, 2.7240, 3.0243)  0.492
Cl (8.4082, 3.8217, 2.4072)  0.517
H (9.3793, 1.8382, 1.5997)  -0.134
C (8.8024, -2.7411, 5.3338)  -1.534
Cl (9.0415, -1.0130, 5.6309)  0.517
Cl (10.2871, -3.6413, 5.6724)  0.512
Cl (7.4605, -3.3595, 6.3078)  0.488
H (8.5507, -2.8764, 4.2835)  -0.055
C (3.2049, 3.2416, 1.1389)  -1.531
Cl (2.7807, 3.7822, -0.4931)  0.517
Cl (4.8519, 3.7374, 1.5505)  0.527
Cl (2.0475, 3.8707, 2.3215)  0.483
H (3.1602, 2.1541, 1.1618)  -0.009
C (5.8601, -6.3507, 8.1263)  -1.511
Cl (5.6187, -7.0143, 6.5039)  0.516
Cl (5.5244, -4.6141, 8.1417)  0.498
Cl (4.8384, -7.1892, 9.3024)  0.537
H (6.9010, -6.5030, 8.4061)  0.024
C (-7.3081, 5.5333, 1.0602)  -1.540
Cl (-7.0012, 7.2104, 1.5319)  0.529
Cl (-7.9266, 4.6036, 2.4333)  0.522
Cl (-8.4406, 5.4663, -0.2978)  0.494
H (-6.3663, 5.0892, 0.7420)  -0.011
C (14.1922, -2.2470, 5.5333)  -1.544
Cl (15.6282, -1.2227, 5.6718)  0.522
Cl (12.7338, -1.2575, 5.3800)  0.488
Cl (14.3441, -3.3481, 4.1563)  0.515
H (14.1079, -2.8428, 6.4404)  0.016
C (-2.1344, -0.4819, 6.9489)  -1.519
Cl (-1.6166, -1.7864, 5.8703)  0.511
Cl (-2.5195, 0.9755, 6.0214)  0.473
Cl (-3.5259, -0.9897, 7.9152)  0.534
H (-1.3136, -0.2504, 7.6252)  0.019
C (-1.7555, 6.3715, -1.4804)  -1.505
Cl (-0.2542, 7.2817, -1.2999)  0.536
Cl (-3.1385, 7.4562, -1.6513)  0.590
Cl (-1.6517, 5.2780, -2.8701)  0.613
H (-1.8999, 5.7725, -0.5830)  -0.052
C (14.7819, 3.6520, 0.5584)  -1.517
Cl (15.2425, 2.3437, -0.5419)  0.514
Cl (14.5287, 5.1573, -0.3372)  0.523
Cl (13.3269, 3.2171, 1.4672)  0.463
H (15.5948, 3.8067, 1.2655)  0.018
C (1.5470, 10.9116, -2.5909)  -1.507
Cl (2.9712, 11.7530, -3.2186)  0.547
Cl (0.7251, 10.0255, -3.8847)  0.539
Cl (2.0011, 9.8143, -1.2788)  0.512
H (0.8578, 11.6543, -2.1933)  0.022
C (2.2648, 11.4808, -6.8843)  -1.571
Cl (3.7734, 12.3849, -6.6985)  0.510
Cl (0.8931, 12.5859, -7.0509)  0.516
Cl (2.3588, 10.3916, -8.2760)  0.520
H (2.1137, 10.8805, -5.9894)  -0.071
C (-5.8060, 6.1060, -4.1173)  -1.545
Cl (-5.2837, 4.8104, -5.2087)  0.510
Cl (-6.1536, 7.5824, -5.0263)  0.548
Cl (-7.2207, 5.5971, -3.1872)  0.509
H (-4.9986, 6.3161, -3.4185)  -0.048
C (-1.2332, 5.8140, 3.7298)  -1.498
Cl (-1.4450, 5.8500, 1.9724)  0.542
Cl (-2.4875, 4.8244, 4.4894)  0.530
Cl (0.3731, 5.2013, 4.1425)  0.499
H (-1.3241, 6.8313, 4.1065)  0.024
C (1.4976, -8.9094, 9.3877)  -1.560
Cl (1.2567, -9.5740, 7.7653)  0.511
Cl (1.1650, -7.1717, 9.4037)  0.502
Cl (0.4754, -9.7496, 10.5619)  0.527
H (2.5382, -9.0615, 9.6688)  -0.015
C (-8.8600, -9.4963, 2.1702)  -1.533
Cl (-8.3129, -7.9960, 1.4056)  0.474
Cl (-8.5926, -9.4360, 3.9178)  0.525
Cl (-10.5668, -9.7899, 1.8116)  0.528
H (-8.2775, -10.3203, 1.7626)  0.017
C (16.5756, -0.1085, -3.7246)  -1.551
Cl (15.7577, -0.4964, -5.2450)  0.516
Cl (16.8633, -1.5776, -2.7809)  0.514
Cl (18.0975, 0.7386, -4.0359)  0.517
H (15.9293, 0.5493, -3.1462)  -0.010
C (4.5557, -7.2305, 2.7710)  -1.520
Cl (6.0092, -6.2383, 2.9377)  0.528
Cl (3.1275, -6.1978, 2.5973)  0.578
Cl (4.7030, -8.3273, 1.3917)  0.547
H (4.4401, -7.8281, 3.6737)  0.004

Forces on the atoms, in the same order (eV/Å):
C -0.496 0.616 -2.221
C 0.874 -1.038 1.166
C -0.321 -0.897 1.292
C -1.669 3.005 3.928
O 0.792 -2.458 -4.829
C 2.012 1.495 -0.541
F -1.315 -1.540 2.421
F -2.120 -2.001 -2.267
C 0.989 -1.237 -1.919
F 1.326 2.327 1.984
F -2.744 -0.377 1.471
C 1.056 -2.036 1.936
F 0.531 -0.644 -2.907
F 0.559 3.154 -0.066
C 3.014 1.339 2.135
O -3.227 -3.400 -2.971
O -1.566 1.917 1.177
N -0.932 0.741 -1.510
C -0.450 -0.876 -1.351
O -0.179 -0.965 1.498
C -1.197 0.150 -2.351
C 0.396 0.518 1.230
O -0.285 -1.326 -0.959
C -2.009 -0.272 0.094
C 0.150 -0.559 0.556
O 0.837 -0.775 0.798
C -1.706 0.137 0.924
C -0.269 0.467 0.100
C -2.862 -2.006 3.531
N -2.813 -0.668 1.839
P 3.000 -0.452 -2.185
N -0.032 -0.588 2.447
O -0.805 1.421 -0.450
N 2.743 2.009 -0.893
C 0.004 1.468 -0.328
C 0.033 1.560 2.108
O 0.835 -3.337 -2.877
C 0.369 -0.879 -1.134
C 0.224 1.610 0.641
C -1.318 -3.520 1.029
O 1.837 4.840 -1.299
Cl -0.711 -0.257 -2.211
C -0.974 -1.247 -0.373
C -3.604 -2.126 2.245
C -2.270 0.829 1.482
C -0.975 4.133 0.819
C 2.507 2.813 -1.569
C 3.114 -0.697 -2.103
C 0.640 -3.462 -0.290
H -1.712 1.589 0.203
H 0.781 -0.866 -1.553
H 1.599 1.454 0.690
H 0.013 0.600 -0.419
H 1.934 0.604 -0.098
H -1.075 1.013 0.596
H -0.334 1.053 1.032
H 1.148 0.865 -0.340
H 0.797 0.831 1.084
H -1.040 -1.484 0.736
H 0.111 1.616 0.280
H 1.217 -0.506 1.169
H 0.285 1.697 -0.573
H -0.181 -0.956 -1.182
H -0.086 1.034 -1.176
H 1.651 0.579 0.529
H 1.120 -1.264 0.911
H 1.208 0.042 -1.457
H -1.288 -0.727 -1.031
H 0.439 -1.045 0.176
H -0.258 1.053 0.076
H 0.487 -0.584 -0.292
H -1.130 0.154 -0.277
H -1.415 -1.538 1.451
H -0.598 -0.781 -1.591
H 0.981 0.895 1.021
H -0.533 -1.777 -0.783
H 1.676 -0.825 0.639
H 1.195 -1.490 0.261
H -0.002 0.541 1.598
H -1.274 0.643 0.824
H -0.086 1.868 0.168
H 1.424 0.788 -0.750
H 1.476 -1.194 -0.941
H 0.084 -1.777 -0.276
C -0.170 -0.064 0.032
Cl 0.099 0.081 0.144
Cl -0.070 0.104 -0.140
Cl -0.318 -0.692 -0.427
H 0.132 -0.137 -0.108
C 0.122 0.173 0.019
Cl -0.169 -0.193 0.052
Cl 0.114 -0.089 -0.019
Cl 0.074 0.147 0.331
H -0.111 0.087 -0.190
C 0.145 0.236 0.081
Cl -0.376 -0.119 0.043
Cl -0.727 -0.157 0.253
Cl 0.036 -0.102 0.001
H 0.232 0.689 0.360
C 0.038 0.019 0.003
Cl -0.037 -0.109 -0.109
Cl -0.263 -0.072 -0.072
Cl 0.406 0.149 -0.361
H 0.099 0.068 0.264
C 0.113 -0.094 0.182
Cl -0.035 -0.074 0.040
Cl -0.139 -0.113 -0.078
Cl 0.450 -0.369 -0.674
H 0.029 0.255 -0.042
C -0.050 0.037 0.026
Cl 0.088 0.036 0.100
Cl -0.300 -0.350 0.320
Cl 0.168 0.071 -0.054
H -0.213 0.038 -0.076
C 0.039 0.043 0.007
Cl 0.021 -0.177 -0.073
Cl 0.093 0.018 -0.110
Cl -0.058 -0.056 0.387
H -0.189 0.117 0.019
C 0.007 0.073 -0.031
Cl -0.113 -0.117 0.031
Cl 0.208 0.009 0.033
Cl -0.033 0.041 0.139
H 0.021 0.128 -0.194
C -0.096 -0.063 0.072
Cl 0.010 0.089 0.063
Cl 0.247 0.084 0.592
Cl 0.178 0.067 -0.091
H -0.167 -0.041 -0.163
C 0.135 0.440 0.449
Cl -0.279 -0.192 -0.072
Cl 0.132 -0.144 0.017
Cl 0.337 0.960 -0.582
H -0.062 0.029 -0.266
C -0.070 0.019 0.066
Cl 0.044 0.035 0.075
Cl 0.050 -0.098 0.080
Cl 1.058 0.164 -0.307
H -0.141 -0.038 -0.189
C 0.126 0.098 0.025
Cl -0.230 -0.100 0.062
Cl -0.044 0.034 0.111
Cl -0.009 0.120 -0.051
H 0.129 -0.172 -0.094
C 0.052 0.048 -0.031
Cl -0.110 -0.084 -0.020
Cl 0.091 -0.121 0.079
Cl -0.019 0.040 0.134
H 0.049 0.150 -0.195
C -0.215 0.202 0.014
Cl 0.111 -0.038 0.065
Cl 0.112 -0.187 0.121
Cl 0.372 0.043 -0.276
H -0.125 -0.078 -0.137
C 0.014 -0.159 0.268
Cl 0.002 0.055 0.054
Cl 0.084 0.132 -0.102
Cl -0.597 0.467 0.476
H 0.022 -0.200 -0.125
C -0.072 0.011 0.045
Cl 0.081 0.043 0.110
Cl 0.040 -0.137 0.005
Cl 0.143 0.069 -0.100
H -0.219 0.022 -0.082
C -0.121 -0.089 0.106
Cl -0.042 -0.287 -0.173
Cl 0.019 -0.014 -0.183
Cl 0.206 0.012 0.005
H -0.114 0.196 0.077
C 0.060 -0.013 -0.018
Cl 0.023 0.061 0.141
Cl -0.059 0.149 -0.039
Cl -0.170 -0.041 0.060
H 0.132 -0.136 -0.134
C 0.431 -0.108 -0.113
Cl -0.172 -0.102 0.004
Cl -0.181 -0.029 0.078
Cl -0.069 0.123 0.191
H -0.076 0.161 -0.168